No. 1
ORCA calculation (wB97M-V/def2-TZVPD) on a molecular structure, C30H33IN7O4OsS in a non-equilibrium geometry.

* total energy: -2632.7065 a.u.
* gap between HOMO and LUMO (alpha / beta): 6.52 / 3.29 eV
* <S²>: 6.033
* multiplicity: 5
* charge: +3
* E_LUMO (alpha / beta): -10.02 / -13.23 eV

Last column: Löwdin spin population.
Atoms and positions in Å:
Os1 -0.63 -1.88 0.28  2.387
C1 5.01 -0.58 0.29  0.000
C2 3.99 0.31 -0.48  0.001
C3 2.56 -0.18 -0.42  0.005
N1 1.63 0.77 -0.98  0.004
C4 0.62 0.38 -1.75  0.021
S1 0.08 -1.23 -1.83  0.125
N2 0.08 1.21 -2.67  0.004
C5 0.56 2.59 -2.88  0.001
O1 0.90 3.29 -1.86  0.061
C6 0.71 3.14 -4.20  0.109
C7 1.20 2.33 -5.29  0.074
C8 1.45 2.95 -6.52  0.314
C9 1.51 4.35 -6.62  0.078
C10 1.27 5.17 -5.50  0.061
C11 0.93 4.55 -4.31  0.291
H1 5.92 -0.68 -0.34  0.000
H2 4.49 -1.51 0.39  0.000
H3 5.28 -0.11 1.26  0.000
H4 4.26 0.55 -1.54  0.000
H5 4.01 1.33 -0.04  0.000
H6 2.32 -0.36 0.59  0.002
H7 2.42 -1.07 -1.03  0.002
H8 1.82 1.75 -0.93  0.000
H9 -0.65 0.87 -3.23  0.003
H10 1.27 1.27 -5.22  0.001
H11 1.54 2.36 -7.45  0.011
H12 1.77 4.80 -7.53  0.001
H13 1.24 6.24 -5.63  0.000
H14 0.53 5.16 -3.41  0.005
C12 0.38 3.49 1.29  0.001
C13 -0.76 3.28 2.31  0.001
C14 -1.62 2.01 2.21  0.002
C15 -2.16 1.59 3.58  0.001
C16 -2.80 2.69 4.52  0.000
C17 -2.89 2.41 1.34  0.001
O2 -3.49 3.44 1.30  0.001
N3 -3.34 1.34 0.53  0.004
C18 -2.72 0.08 0.30  0.008
O3 -3.35 -0.79 -0.28  0.026
N4 -1.37 -0.03 0.70  0.089
C19 -0.84 0.81 1.65  0.023
O4 0.28 0.56 2.11  0.036
H15 0.80 4.51 1.35  0.000
H16 0.16 3.41 0.27  0.000
H17 1.29 2.88 1.52  0.000
H18 -1.48 4.14 2.24  0.000
H19 -0.17 3.28 3.22  0.000
H20 -1.40 1.18 4.24  0.000
H21 -2.81 0.73 3.44  0.000
H22 -2.04 3.41 4.93  0.000
H23 -3.22 2.18 5.38  0.000
H24 -3.68 3.20 3.93  0.000
H25 -4.27 1.48 0.12  0.000
N5 -2.10 -8.44 -2.54  0.004
C20 -2.06 -7.34 -2.17  0.000
C21 -1.82 -6.05 -1.51  0.007
C22 -0.53 -5.83 -1.14  0.006
C23 -0.28 -4.71 -0.40  0.032
N6 -1.16 -3.69 -0.31  0.074
C24 -2.40 -3.80 -0.87  0.017
C25 -2.82 -5.03 -1.36  0.001
H26 0.20 -6.59 -1.25  0.000
H27 0.65 -4.54 0.05  0.006
H28 -3.05 -2.81 -0.72  0.003
H29 -3.83 -5.21 -1.69  0.000
I1 -3.12 -2.58 3.25  0.017
C26 -1.02 -2.85 3.28  0.016
C27 -0.61 -3.62 4.39  0.002
C28 0.71 -3.90 4.58  0.008
C29 1.63 -3.34 3.69  0.000
C30 1.17 -2.57 2.67  0.014
N7 -0.22 -2.40 2.36  0.034
H30 -1.34 -3.96 5.17  0.001
H31 0.99 -4.53 5.41  0.000
H32 2.71 -3.36 3.84  0.000
H33 1.74 -1.91 1.95  0.004

***

No. 2
ORCA calculation (wB97M-V/def2-TZVPD) on a molecular structure, C30H33N5OPdSSb in a non-equilibrium geometry.

* total energy: -2278.1132 a.u.
* gap between HOMO and LUMO (alpha / beta): 6.89 / 6.90 eV
* relative energy (zero: lowest compared OMol25 entry of this formula, charge and spin): 37.9 kcal per mole
* multiplicity: 1
* charge: +1
* E_LUMO (alpha / beta): -4.25 / -4.23 eV

Last column: Mulliken charge in e.
Atoms and positions in Å:
Pd1 -0.22 0.31 1.12  0.157
C1 -2.90 -1.93 2.76  -1.190
C2 -1.49 -2.44 2.75  0.299
C3 -1.21 -3.80 2.76  -0.680
C4 0.10 -4.23 2.77  -0.538
C5 1.12 -3.29 2.86  -0.850
C6 0.79 -1.95 2.89  0.442
N1 -0.50 -1.53 2.78  0.227
Sb1 2.22 -0.47 3.49  0.734
C7 0.72 0.99 3.98  -0.388
C8 0.79 1.58 5.23  -0.825
C9 -0.15 2.55 5.58  -0.498
C10 -1.12 2.89 4.67  -0.811
C11 -1.16 2.28 3.42  0.383
C12 -2.20 2.64 2.42  -1.175
N2 -0.25 1.34 3.09  1.150
C13 2.76 0.48 1.64  0.576
C14 3.88 0.16 0.89  -0.876
C15 4.25 1.03 -0.13  -0.568
C16 3.56 2.22 -0.30  -0.562
C17 2.46 2.47 0.50  0.531
C18 1.70 3.77 0.50  -1.397
N3 2.04 1.58 1.40  0.136
H1 -3.61 -2.71 2.50  0.391
H2 -3.03 -1.10 2.06  0.204
H3 -3.15 -1.56 3.76  0.333
H4 -2.03 -4.51 2.74  0.480
H5 0.33 -5.29 2.74  0.439
H6 2.15 -3.61 2.94  0.452
H7 1.57 1.29 5.92  0.472
H8 -0.11 3.02 6.55  0.410
H9 -1.86 3.64 4.91  0.453
H10 -2.86 3.41 2.81  0.471
H11 -2.81 1.78 2.15  0.149
H12 -1.75 3.02 1.51  0.140
H13 4.45 -0.74 1.09  0.449
H14 5.11 0.81 -0.75  0.443
H15 3.88 2.95 -1.03  0.417
H16 2.15 4.51 -0.16  0.431
H17 1.69 4.18 1.51  0.369
H18 0.66 3.61 0.20  0.116
C19 -1.64 -4.55 -1.39  -0.875
C20 -2.45 -3.35 -1.85  -1.035
N4 -1.62 -2.31 -2.47  0.183
C21 -1.44 -2.43 -3.94  -0.611
C22 -2.46 -1.62 -4.72  -1.069
C23 -1.06 -1.30 -1.80  0.167
S1 -1.27 -1.37 -0.07  0.302
N5 -0.40 -0.41 -2.55  -0.159
C24 0.09 0.71 -2.05  -0.275
O1 0.10 1.12 -0.85  -0.490
C25 0.78 1.56 -3.08  0.461
C26 1.01 2.92 -2.86  -0.038
C27 1.64 3.70 -3.82  -0.896
C28 2.08 3.12 -5.01  -0.367
C29 1.86 1.77 -5.23  -0.684
C30 1.20 1.00 -4.28  -0.307
H19 -2.30 -5.30 -0.94  0.385
H20 -0.90 -4.25 -0.64  0.167
H21 -1.12 -5.02 -2.22  0.359
H22 -3.02 -2.92 -1.03  0.559
H23 -3.18 -3.64 -2.60  0.425
H24 -1.53 -3.50 -4.15  0.436
H25 -0.43 -2.14 -4.18  0.328
H26 -3.48 -1.87 -4.43  0.332
H27 -2.36 -1.82 -5.79  0.378
H28 -2.30 -0.55 -4.55  0.260
H29 0.65 3.36 -1.96  0.509
H30 1.78 4.76 -3.65  0.430
H31 2.58 3.72 -5.75  0.398
H32 2.20 1.31 -6.16  0.422
H33 1.02 -0.06 -4.46  0.404